1.
C3H11N4S | ωB97M-V/def2-TZVPD

Each line ends with the Löwdin charge.
Geometry (Å):
C (-1.75453, -1.41956, -0.37159)  -0.0164
C (2.02125, 1.38246, 1.78788)  -0.2868
C (0.15829, -0.32452, 0.52721)  -0.3050
N (-0.94572, 1.33616, -1.50122)  -0.0394
N (-0.35306, 2.32901, -1.19327)  0.0100
N (-0.37755, -1.37959, 0.00613)  -0.2642
N (0.40859, -2.38124, -0.62904)  0.1157
S (1.98980, -0.11684, 0.67411)  0.9217
H (-1.83638, -0.59527, -1.07161)  0.0536
H (-1.87958, -2.37771, -0.79353)  0.0900
H (-2.56652, -1.10347, 0.32808)  0.1305
H (1.42257, 1.07157, 2.55968)  0.0095
H (1.71340, 2.18730, 1.26771)  -0.0069
H (3.00998, 1.68132, 2.08505)  0.0612
H (-0.56221, 0.40614, 0.93624)  0.1224
H (-1.75704, 1.24596, -2.11052)  0.0836
H (0.49305, -3.20416, 0.00651)  0.1427
H (-0.53538, 3.29098, -1.74674)  0.1278
H (1.35103, -2.02857, -0.76108)  0.0502

The highest occupied orbital energy comes out at -12.848 eV. Its largest force on an atom is 3.99 eV Å⁻¹. The energy above the lowest of the compared OMol25 structures with the same formula, charge and spin comes out at 66.9 kJ/mol. Its net charge is +1.

2.
C22H35BN2O6 | ωB97M-V/def2-TZVPD

Each line ends with the Löwdin charge.
Geometry (Å):
C (6.69183, -4.35249, 0.56553)  -0.0988
C (6.76201, -2.73136, 0.56291)  -0.2723
O (6.37190, -2.16777, -0.72535)  -0.1787
C (5.52801, -1.02217, -0.44633)  -0.2009
C (4.94020, -0.30520, -1.75669)  -0.1654
O (3.78952, 0.54860, -1.44387)  -0.1919
C (4.24006, 1.85823, -0.98495)  -0.1663
C (3.50236, 2.19762, 0.42791)  -0.1779
O (2.07880, 2.08008, 0.18788)  -0.1803
C (1.37619, 1.59336, 1.38335)  -0.1321
C (0.55782, 0.28847, 0.88111)  -0.1345
C (1.38237, -0.96396, 0.47122)  -0.0259
N (0.85245, -2.18544, -0.03130)  0.0747
C (-0.58043, -2.08734, -0.10930)  -0.1808
C (-1.34561, -3.34284, -0.69622)  -0.0040
C (-2.87848, -3.42818, -0.86034)  -0.0207
C (-3.72708, -2.20063, -0.36946)  -0.0744
B (-5.36311, -2.10581, -0.43774)  -0.4193
C (-5.99552, -1.30851, -1.70306)  -0.0375
O (-6.10201, -2.70341, 0.64157)  0.0751
C (-2.99937, -0.94943, 0.21106)  0.0392
C (-1.42682, -0.87064, 0.32845)  -0.1623
N (-0.86288, 0.35066, 0.83958)  0.1088
H (7.01694, -4.71702, 1.61168)  0.0776
H (5.60779, -4.73915, 0.43928)  0.0829
H (7.38791, -4.76633, -0.26086)  0.0824
H (6.07921, -2.39127, 1.42325)  0.1153
H (7.83742, -2.44166, 0.86870)  0.1248
H (4.61353, -1.40427, 0.15498)  0.1202
H (6.09171, -0.25913, 0.19977)  0.1321
H (4.51458, -1.13490, -2.43727)  0.1432
H (5.76143, 0.26149, -2.32171)  0.1311
H (3.95319, 2.61644, -1.80908)  0.1351
H (5.38817, 1.91559, -0.86598)  0.1286
H (3.92850, 1.45153, 1.17962)  0.1231
H (3.73627, 3.29006, 0.67979)  0.1117
H (2.07550, 1.37247, 2.25719)  0.1239
H (0.62764, 2.43684, 1.64788)  0.1327
H (2.52620, -0.90022, 0.58223)  0.0968
H (-0.74137, -4.25649, -1.05987)  0.0965
H (-3.37754, -4.34328, -1.31770)  0.0973
H (-7.14800, -1.24782, -1.66237)  0.0358
H (-5.60705, -1.80194, -2.66656)  0.0856
H (-5.52175, -0.24909, -1.68486)  0.0885
H (-7.06732, -2.71093, 0.46194)  0.0987
H (-3.61188, -0.05528, 0.56470)  0.1041
C (4.64569, 4.53562, 5.17674)  -0.0243
C (4.11578, 4.08323, 3.84213)  -0.4917
O (4.37615, 2.97804, 3.40041)  0.0524
C (3.25188, 5.05042, 3.07631)  -0.0162
H (5.25082, 3.73886, 5.61476)  0.0840
H (5.27266, 5.42046, 5.04720)  0.0864
H (3.81530, 4.75565, 5.85114)  0.0869
H (3.81724, 5.95802, 2.85385)  0.0902
H (2.36007, 5.29318, 3.65810)  0.0906
H (2.94124, 4.59232, 2.13514)  0.0618
C (-10.35703, -0.71393, -4.28439)  -0.0202
C (-9.62532, -0.17409, -3.08477)  -0.4748
O (-8.74049, -0.81281, -2.54320)  0.0328
C (-10.02910, 1.18548, -2.58036)  -0.0188
H (-9.96159, -1.70050, -4.53577)  0.0851
H (-11.42108, -0.81048, -4.05817)  0.0868
H (-10.21053, -0.04989, -5.13898)  0.0873
H (-11.07860, 1.17323, -2.27850)  0.0869
H (-9.86801, 1.93383, -3.35925)  0.0875
H (-9.41841, 1.44589, -1.71303)  0.0858

The highest occupied orbital energy comes out at -7.995 eV. Its largest force on an atom is 5.80 eV Å⁻¹.

3.
C4H9NO2 | ωB97M-V/def2-TZVPD

Each line ends with the Löwdin spin population.
Geometry (Å):
C (-0.25946, -1.43803, -0.35986)  0.0328
C (0.05708, 0.03487, -0.41387)  0.0394
C (-1.13493, 0.88205, -0.96553)  0.0021
O (-0.72611, 1.64513, -1.96890)  0.0272
N (0.38750, -2.55071, -0.46023)  0.3092
C (0.21929, -0.45786, 1.00523)  0.3404
O (-0.16543, 0.43684, 2.02199)  0.1877
H (2.10008, 2.11394, 0.74710)  0.0004
H (-1.32376, -1.56744, -0.51828)  0.0019
H (1.52639, 2.55932, 0.58352)  0.0004
H (1.02794, 0.32968, -0.82757)  0.0141
H (-1.55620, 1.45321, -0.10005)  0.0023
H (-1.91592, 0.12441, -1.24335)  0.0009
H (1.37880, -2.33793, -0.63747)  0.0111
H (-0.80299, -0.39889, 1.86115)  0.0190
H (1.18771, -0.82859, 1.27611)  0.0110

Its expectation value of S² is 0.77. Its spin multiplicity is 2. The highest occupied orbital energy (spin up / spin down) comes out at -2.740 / -2.663 eV. Its largest force on an atom is 4.97 eV Å⁻¹. The energy above the lowest of the compared OMol25 structures with the same formula, charge and spin comes out at 612.0 kJ/mol. Its net charge is -1.

4.
C27H76AsF6O11 | ωB97M-V/def2-TZVPD

Each line ends with the Löwdin charge.
Geometry (Å):
As (5.22268, -0.02723, 4.01880)  0.8483
F (3.61774, 0.65757, 4.07693)  -0.2361
F (4.59768, -1.29104, 2.94210)  -0.2509
F (6.81016, -0.72206, 3.94873)  -0.2276
F (5.85238, 1.23311, 5.09560)  -0.2431
F (4.84660, -1.02985, 5.39868)  -0.2317
F (5.56705, 1.05446, 2.67772)  -0.2374
C (1.49164, -1.70051, 4.22338)  -0.0773
C (1.81486, -3.18036, 4.11107)  -0.3448
O (1.17113, -3.85019, 3.06037)  -0.0806
H (0.43287, -1.50397, 4.39779)  0.0549
H (1.76277, -1.17041, 3.30745)  0.0682
H (2.03187, -1.25262, 5.05504)  0.0537
H (1.51665, -3.60009, 5.07675)  0.1024
H (2.89932, -3.32276, 4.03228)  0.0911
H (1.66594, -3.52720, 2.28261)  0.0419
C (3.38770, 5.04658, 6.12389)  -0.0845
C (4.13240, 3.90744, 5.44811)  -0.3098
O (4.83039, 3.17258, 6.44323)  -0.1212
H (4.00563, 5.55821, 6.86255)  0.0748
H (2.56451, 4.60948, 6.69529)  0.0715
H (2.99920, 5.74703, 5.38583)  0.0708
H (4.85164, 4.33259, 4.74002)  0.1101
H (3.40025, 3.27569, 4.93864)  0.1061
H (5.33850, 2.47604, 5.96454)  0.0415
C (8.74679, 2.96588, 5.25125)  -0.0945
C (8.21135, 4.41197, 5.34418)  -0.3066
O (8.24246, 5.01602, 4.06522)  -0.0932
H (9.77993, 3.05213, 4.90510)  0.0724
H (8.14435, 2.40601, 4.54210)  0.0439
H (8.75620, 2.47732, 6.22666)  0.0704
H (8.79727, 4.97392, 6.06774)  0.1060
H (7.18715, 4.28698, 5.71228)  0.0865
H (7.89033, 4.41295, 3.38869)  0.0409
C (10.75899, -1.10825, 6.12873)  -0.0870
C (9.61002, -0.74241, 5.20690)  -0.3421
O (9.09647, -1.90962, 4.59391)  -0.0889
H (11.60815, -1.50465, 5.55910)  0.0680
H (10.56086, -1.89093, 6.86102)  0.0625
H (11.17091, -0.22383, 6.62033)  0.0703
H (9.94475, -0.01697, 4.45849)  0.1041
H (8.87674, -0.24227, 5.84892)  0.0896
H (8.25746, -1.61897, 4.19924)  0.0278
C (2.57133, 0.02046, 7.78772)  -0.0853
C (3.72963, 0.67750, 8.52705)  -0.3131
O (3.41967, 2.05470, 8.66567)  -0.1029
H (2.71696, -1.06297, 7.77381)  0.0675
H (2.43222, 0.42444, 6.78725)  0.0508
H (1.64866, 0.23630, 8.33118)  0.0712
H (4.69798, 0.57357, 8.03146)  0.0888
H (3.83739, 0.24954, 9.52857)  0.1009
H (3.95930, 2.59343, 8.06598)  0.0422
C (2.34590, -2.48113, -1.02071)  -0.0727
C (3.46283, -2.74642, -0.01440)  -0.3030
O (2.94245, -2.71323, 1.29994)  -0.0997
H (1.53762, -3.18152, -0.80507)  0.0755
H (2.71612, -2.59144, -2.03912)  0.0704
H (1.92126, -1.48420, -0.90328)  0.0745
H (4.26669, -2.00587, -0.08023)  0.1142
H (3.96860, -3.69169, -0.23888)  0.0924
H (3.59520, -2.32710, 1.91212)  0.0527
C (6.96603, -5.82595, 1.89392)  -0.0505
C (6.52997, -4.63037, 1.06803)  -0.5023
C (6.81965, -3.32098, 1.77653)  -0.0513
O (7.04422, -4.61608, -0.26518)  -0.0474
H (6.53781, -5.68039, 2.88866)  0.0654
H (8.04977, -5.80057, 2.02430)  0.0862
H (6.60839, -6.77640, 1.50049)  0.0753
H (5.44607, -4.73574, 0.93086)  0.1143
H (6.41502, -2.49519, 1.18909)  0.0699
H (7.88383, -3.12535, 1.92308)  0.0884
H (6.34146, -3.29080, 2.75535)  0.0718
H (6.41486, -5.06134, -0.83415)  0.0779
C (4.00115, -4.41294, 6.51729)  -0.0601
C (5.14994, -5.36081, 6.20645)  -0.4753
C (6.49151, -4.75113, 6.57386)  -0.0488
O (4.92328, -6.56384, 6.95648)  -0.0588
H (4.01397, -3.52846, 5.87912)  0.0533
H (4.03588, -4.13203, 7.57120)  0.0841
H (3.03828, -4.88409, 6.31371)  0.0718
H (5.07986, -5.66302, 5.15619)  0.1272
H (6.61096, -4.55737, 7.63785)  0.0790
H (6.69024, -3.83684, 6.01080)  0.0693
H (7.30310, -5.40513, 6.24234)  0.0797
H (4.75894, -7.28015, 6.34315)  0.0766
C (-1.79021, 0.23789, 3.23075)  -0.0539
C (-1.50631, 0.46824, 4.71449)  -0.5060
C (-0.26800, 1.34389, 4.93507)  -0.0503
O (-2.65562, 1.07503, 5.28379)  -0.0580
H (-2.46153, -0.59850, 3.03594)  0.0756
H (-0.86925, 0.11469, 2.66410)  0.0713
H (-2.31015, 1.12291, 2.85370)  0.0797
H (-1.32257, -0.49936, 5.19442)  0.1185
H (0.52872, 1.08782, 4.23604)  0.0652
H (0.10169, 1.13812, 5.94047)  0.0697
H (-0.52892, 2.39259, 4.79165)  0.0846
H (-2.46636, 1.27181, 6.20674)  0.0857
C (8.98982, 1.54705, 1.56481)  -0.0576
C (8.05736, 2.62186, 1.00351)  -0.4457
C (7.12861, 2.02034, -0.05098)  -0.0559
O (7.26959, 3.09956, 2.11004)  -0.0897
H (9.61502, 1.99104, 2.34301)  0.0690
H (9.70175, 1.27332, 0.77814)  0.0776
H (8.52047, 0.65440, 1.97562)  0.0750
H (8.65433, 3.44350, 0.61014)  0.1382
H (6.60195, 2.86029, -0.51208)  0.0790
H (6.42834, 1.26850, 0.30360)  0.0705
H (7.72945, 1.59418, -0.85859)  0.0779
H (6.60535, 2.39639, 2.22572)  0.0476
C (7.09140, -1.49930, 7.88153)  -0.0549
C (7.90636, -1.53785, 9.14842)  -0.4733
C (7.03877, -1.74014, 10.38087)  -0.0570
O (8.92049, -2.55428, 9.05555)  -0.0644
H (7.58958, -1.81755, 6.96631)  0.0651
H (6.62792, -0.53892, 7.64400)  0.0670
H (6.19604, -2.12262, 7.97302)  0.0701
H (8.49379, -0.61696, 9.24631)  0.1322
H (7.58516, -1.82102, 11.32173)  0.0725
H (6.41345, -2.63262, 10.31118)  0.0801
H (6.35526, -0.88727, 10.41961)  0.0766
H (9.45602, -2.52637, 9.85206)  0.0773

The highest occupied orbital energy comes out at -7.414 eV. Its largest force on an atom is 2.16 eV Å⁻¹. The energy above the lowest of the compared OMol25 structures with the same formula, charge and spin comes out at 111.2 kJ/mol. Its net charge is -1.

5.
CH5NO | ωB97M-V/def2-TZVPD

Each line ends with the Löwdin charge.
Geometry (Å):
N (-1.82267, -0.45551, 0.18339)  0.0131
H (-1.25556, 0.30560, -0.15938)  -0.0184
H (-1.85663, -0.39685, 1.19657)  0.0088
H (-1.39667, -1.35181, -0.02739)  0.0107
O (2.08654, -0.60230, -0.15947)  0.0142
C (1.61315, 0.47602, -0.29236)  -0.1824
H (1.49402, 0.97986, -1.26676)  0.0798
H (1.13782, 1.04501, 0.52539)  0.0742

The highest occupied orbital energy comes out at -10.209 eV. Its largest force on an atom is 1.49 eV Å⁻¹. The energy above the lowest of the compared OMol25 structures with the same formula, charge and spin comes out at 64.6 kJ/mol.